1.
The following is a quantum chemistry calculation of C5H12Si2 in the gas phase at a distorted geometry, from the OMol25 dataset.

Output
frontier orbital gap: 8.72 eV
E: -776.498170 a.u.
HOMO energy: -8.43 eV
ΔE to the lowest compared entry with this formula, charge and spin: 108.2 kcal per mole
SMILES: CC1(C)C([SiH3])=C1[SiH3]
lowest unoccupied orbital energy: 0.3 eV

```
19
Properties=species:S:1:pos:R:3:forces:R:3:lowdin_charge:R:1
Si -2.41239 1.49004 0.08462 -0.305 -0.179 -1.627 0.62
Si 2.23930 1.52921 -0.14217 -0.944 -0.649 -0.762 0.64
C 0.36782 -1.46194 -1.18927 0.098 -0.060 1.682 -0.07
C 0.59147 0.66186 0.12097 -6.157 -0.856 -0.586 -0.29
C -0.03223 -0.73123 0.07093 0.237 0.770 0.021 -0.56
C -0.87388 0.50650 -0.19140 6.928 1.862 1.808 -0.28
C -0.20235 -1.58231 1.32659 1.664 1.901 0.691 -0.04
H 3.34312 1.74937 0.88762 -0.973 -0.018 -0.258 -0.08
H -0.12878 -2.30188 -1.53831 -1.760 -1.794 -0.039 0.06
H -3.40184 0.83327 -0.90483 0.289 0.592 0.949 -0.07
H -2.48300 3.04308 -0.17414 0.403 -1.519 0.403 -0.06
H 1.73639 2.78671 -0.84738 0.861 -0.541 0.342 -0.06
H 0.72501 -1.96744 1.76317 0.303 -0.626 -0.997 0.08
H 2.71498 0.37873 -1.00885 0.375 0.921 -0.034 -0.06
H 0.33731 -0.79771 -1.97386 0.215 1.644 -1.791 0.05
H -0.88573 -2.31002 1.06658 -1.379 -1.961 0.045 0.05
H 1.34380 -1.81202 -1.05526 1.893 -0.406 0.077 0.06
H -0.48302 -1.05213 2.23631 -0.926 0.572 -0.407 0.08
H -2.49598 1.03793 1.46866 -0.823 0.347 0.484 -0.07
```
Forces are in eV/Å.

2.
The following is a quantum chemistry calculation of 2 unconnected molecules or ions with the total composition C25H28NO at a distorted geometry, from the OMol25 dataset.

Output
frontier orbital gap: 6.59 eV
E: -1099.088299 a.u.
net charge: +1
HOMO energy: -11.03 eV
ΔE to the lowest compared entry with this formula, charge and spin: 58.2 kcal per mole
lowest unoccupied orbital energy: -4.4 eV

```
55
Properties=species:S:1:pos:R:3:forces:R:3:lowdin_charge:R:1
O 4.23292 0.96735 -0.39748 -1.047 -0.966 -0.168 0.00
N -1.35847 -1.34707 -1.68960 0.201 -2.836 -1.217 -0.19
C 0.57040 0.97446 -0.66568 0.054 0.068 -0.233 -0.03
C -1.69307 -0.70473 1.54097 -1.501 -1.386 0.944 -0.16
C -4.21223 -1.53048 -1.52331 -0.451 0.004 -0.079 -0.20
C 2.89094 0.61219 -0.21552 1.012 0.743 0.557 -0.22
C 4.66426 2.17754 0.11922 -0.102 0.828 0.422 -0.27
C -3.44961 -2.84686 -1.67202 -0.240 0.275 0.161 -0.15
C -0.01004 -1.64809 -2.25653 0.052 -0.001 0.105 -0.05
C 1.88636 1.33728 -0.85977 0.404 0.185 -0.057 0.03
C -3.63232 -0.45718 -2.42353 0.221 0.912 -0.539 -0.18
C -2.98975 -1.23404 1.77769 0.269 -0.251 -0.013 -0.04
C -2.17405 -0.70962 -2.82327 0.182 0.054 0.302 -0.13
C 0.23265 -0.13333 0.12504 0.057 0.344 -0.513 -0.26
C -1.50498 -0.42330 4.00106 -0.413 -0.301 -0.504 -0.05
C -3.49938 -1.45772 3.05718 0.350 0.085 0.156 -0.05
C -2.73513 -1.08675 4.17713 0.041 0.165 -0.195 -0.05
C 4.38699 2.50757 1.45606 0.157 0.217 -0.470 -0.01
C -1.98419 -2.68978 -1.29141 0.513 0.079 0.138 -0.14
C 5.36572 3.03720 -0.74001 -0.727 -0.283 0.527 0.00
C 5.74167 4.29229 -0.25602 0.043 -0.524 -0.020 -0.07
C -1.18316 -0.53050 0.13993 -0.152 3.854 0.068 0.05
C 2.58308 -0.39427 0.70156 -0.091 -0.211 -0.060 0.03
C 1.25901 -0.78240 0.85615 -0.773 -0.080 -0.151 -0.02
C -1.01484 -0.20929 2.70505 0.377 -0.462 -0.649 -0.02
C 4.84348 3.73868 1.94404 -0.077 -0.250 -0.311 -0.07
C 5.51078 4.61815 1.08523 0.083 0.177 -0.007 -0.09
H -3.54690 -3.20066 -2.71560 -0.058 -0.045 0.579 0.13
H -4.24379 -1.15513 -0.49482 0.125 -0.261 -0.421 0.08
H -4.21507 -0.36710 -3.36344 0.347 0.000 0.497 0.13
H 0.56170 -2.20638 -1.49972 -0.011 0.378 -0.360 0.11
H -0.22495 1.57695 -1.11094 0.206 -0.288 -0.056 0.13
H 0.50204 -0.72583 -2.56614 -0.131 -0.306 0.378 0.10
H -2.14006 -1.44925 -3.67222 0.191 0.713 0.791 0.14
H -3.11818 -1.27803 5.18584 0.216 0.061 -0.435 0.12
H -1.91799 0.05038 -0.45618 1.020 0.588 1.332 0.13
H -1.86946 -2.70851 -0.19882 -0.146 -0.484 -0.375 0.11
H 2.17005 2.18406 -1.49105 -0.140 -0.270 0.268 0.14
H -3.68594 0.52323 -1.92617 -0.143 -0.210 -0.196 0.11
H 3.36843 -0.85366 1.30652 -0.190 0.144 -0.373 0.14
H 5.86442 5.57906 1.45984 -0.180 -0.241 -0.067 0.11
H -3.61558 -1.51626 0.93288 0.414 -0.113 0.473 0.07
H 4.65292 3.99962 2.99042 0.137 -0.012 -0.470 0.11
H -1.35990 -3.49218 -1.72212 -0.381 0.267 0.183 0.13
H 5.51078 2.70438 -1.76993 0.082 0.273 0.311 0.12
H -5.26314 -1.67290 -1.78080 0.050 -0.138 -0.010 0.12
H -0.08005 0.33941 2.55312 -0.408 -0.279 0.290 0.11
H -3.89439 -3.56023 -0.96750 0.142 -0.208 -0.470 0.13
H 6.21289 4.98719 -0.95470 -0.044 -0.118 0.444 0.11
H -0.90361 -0.11975 4.87118 -0.428 -0.002 -0.558 0.12
H -0.09145 -2.27593 -3.16312 -0.246 0.160 0.435 0.11
H -1.69351 0.25027 -3.15364 -0.208 -1.009 0.347 0.14
H 0.96986 -1.55161 1.58478 0.333 0.190 -0.484 0.13
H 3.79877 1.82426 2.08160 0.374 0.298 -0.251 0.12
H -4.47491 -1.96272 3.16857 0.639 0.475 0.003 0.12
```
Forces are in eV/Å.